Record 1
{"formula": "C4H4N2O", "method": "ωB97M-V/def2-TZVPD", "elements": ["O", "N", "N", "C", "C", "C", "C", "H", "H", "H", "H"], "coordinates": [[-1.0165, -0.6121, 1.7937], [0.1034, 1.9970, -1.5366], [1.1092, 2.0347, -0.8207], [-0.8487, 0.5390, 1.5169], [0.5072, -0.5075, -0.8914], [0.4133, -1.7841, -0.6823], [0.5298, 0.7583, -1.0022], [-1.5677, 1.1289, 0.9277], [-0.1572, -2.1592, 0.1542], [0.8964, -2.5009, -1.3256], [0.0310, 1.1058, 1.8663]], "nbo_charge": [-0.516, -0.027, -0.031, 0.281, -0.044, -0.405, 0.072, 0.108, 0.237, 0.218, 0.108], "e_lumo_ha": -0.0094, "e_tot_ha": -339.37115, "smiles": "C=C=C1N=N1.C=O", "de_lowest_ev": 5.728}

Record 2
{"formula": "C4H4N2O2", "method": "ωB97M-V/def2-TZVPD", "elements": ["O", "O", "N", "N", "C", "C", "C", "C", "H", "H", "H", "H"], "coordinates": [[2.1725, -0.4163, -0.0990], [-0.9016, 1.3491, 0.1762], [1.6672, 0.9460, -0.2661], [1.1666, -1.3058, 0.1772], [0.1061, -0.5975, 0.0958], [0.3853, 0.8041, -0.0870], [-2.5058, -0.5571, -0.4249], [-1.3221, -0.0720, 0.4449], [-2.4923, -1.6541, -0.4442], [-2.6225, -0.2071, -1.3812], [-3.3655, -0.3622, 0.1641], [-1.5045, -0.1856, 1.4933]], "nbo_charge": [-0.166, -0.454, -0.134, -0.050, 0.024, 0.396, -0.630, 0.119, 0.229, 0.233, 0.220, 0.214], "e_lumo_ha": 0.0126, "e_tot_ha": -414.61991, "de_lowest_ev": 6.157}

Record 3
{"formula": "C4H4N2O2", "method": "ωB97M-V/def2-TZVPD", "elements": ["O", "O", "N", "N", "C", "C", "C", "C", "H", "H", "H", "H"], "coordinates": [[1.4724, -1.5920, -0.1954], [-0.9889, 0.0580, -1.8549], [-0.3310, -0.2700, -0.6809], [-0.6779, -0.4465, 3.1270], [0.2521, 1.0401, 1.2524], [-0.2369, 0.0901, 2.2138], [0.1567, 0.8873, -0.0776], [0.6046, -1.3031, -0.9671], [0.5000, 1.6559, -0.8171], [0.8074, 1.8717, 1.6445], [0.3885, -1.8479, -1.9678], [-1.9471, -0.1435, -1.6769]], "nbo_charge": [-0.529, -0.560, -0.218, -0.285, -0.315, 0.248, 0.038, 0.525, 0.215, 0.252, 0.144, 0.485], "e_lumo_ha": 0.0083, "e_tot_ha": -414.71786, "smiles": "N#C/C=C\\N(O)C=O", "de_lowest_ev": 3.492}

Record 4
{"formula": "C4H4N2O2", "method": "ωB97M-V/def2-TZVPD", "elements": ["O", "O", "N", "N", "C", "C", "C", "C", "H", "H", "H", "H"], "coordinates": [[-0.2294, -0.8149, 0.2245], [2.4623, -1.0231, -0.0545], [-1.5965, 0.9751, 0.0403], [-2.3434, -1.3502, -0.2613], [1.9409, 0.2171, -0.1343], [-0.3913, 1.3769, -0.0037], [-1.5183, -0.4543, 0.0483], [0.6062, 0.2962, -0.0390], [1.6536, -1.4920, 0.5643], [0.0723, 2.3273, -0.0008], [2.7034, 0.9331, -0.3910], [-3.3598, -0.9913, 0.0072]], "nbo_charge": [-0.496, -0.644, -0.448, -0.660, 0.150, 0.110, 0.629, 0.074, 0.506, 0.202, 0.214, 0.364], "e_lumo_ha": -0.0091, "e_tot_ha": -414.72966, "smiles": "[H]/N=C1N=C/C(=C/O)O\\1", "de_lowest_ev": 3.171}

Record 5
{"formula": "C4H4N2O2", "method": "ωB97M-V/def2-TZVPD", "elements": ["O", "O", "N", "N", "C", "C", "C", "C", "H", "H", "H", "H"], "coordinates": [[0.4786, 0.8599, -1.9547], [1.1882, 0.4839, 0.1005], [-0.6669, 0.6147, -2.6945], [-0.9267, -0.2941, -0.6543], [-1.4597, 0.0083, -1.8634], [0.2093, 0.3156, -0.7277], [1.2855, -0.0159, 1.3686], [0.3028, -0.5012, 2.0585], [-2.4567, -0.3347, -2.1766], [-0.7549, -0.4927, 1.6665], [2.3063, 0.1105, 1.7980], [0.4943, -0.7543, 3.0793]], "nbo_charge": [-0.290, -0.455, -0.146, -0.559, 0.149, 0.776, 0.111, -0.468, 0.212, 0.245, 0.207, 0.217], "e_lumo_ha": 0.0334, "e_tot_ha": -414.73413, "de_lowest_ev": 3.049}

Record 6
{"formula": "C4H4N2O2", "method": "ωB97M-V/def2-TZVPD", "elements": ["O", "O", "N", "N", "C", "C", "C", "C", "H", "H", "H", "H"], "coordinates": [[2.8952, -0.4782, 0.9215], [-2.5132, 0.7959, 0.2532], [0.8756, 0.2517, 0.1585], [-0.1896, 0.8853, 0.7203], [-0.8061, -0.4510, -1.1030], [1.9599, 0.3525, 1.0477], [-1.2607, 0.3039, 0.0101], [0.5677, -0.6494, -0.8176], [1.9001, 1.2835, 1.7933], [-3.1865, -0.0179, 0.0060], [1.2464, -1.3414, -1.2678], [-1.4889, -0.9349, -1.7224]], "nbo_charge": [-0.548, -0.650, -0.248, -0.305, -0.365, 0.545, 0.420, 0.008, 0.189, 0.485, 0.243, 0.227], "e_lumo_ha": 0.0079, "e_tot_ha": -414.74745, "smiles": "O=Cn1ccc(O)n1", "de_lowest_ev": 2.687}

Record 7
{"formula": "C4H4N2O2", "method": "ωB97M-V/def2-TZVPD", "elements": ["O", "O", "N", "N", "C", "C", "C", "C", "H", "H", "H", "H"], "coordinates": [[0.0167, 1.3978, 0.1279], [4.2090, -0.2676, 0.7880], [2.2060, 0.6795, 0.2819], [-0.4502, -1.2865, -0.4914], [-2.6276, 0.0379, -0.1321], [1.0705, 0.9453, 0.1629], [3.1491, -0.3436, 0.2491], [-1.4068, -0.6947, -0.2851], [-3.1278, -0.1070, 0.8678], [2.6952, -1.0807, -0.3102], [-2.4562, 1.1121, -0.3473], [-3.2779, -0.3925, -0.9115]], "nbo_charge": [-0.543, -0.123, -0.533, -0.388, -0.736, 0.860, 0.086, 0.333, 0.260, 0.254, 0.274, 0.255], "spin_multiplicity": 3, "e_lumo_ha": [0.0280, -0.1269], "e_tot_ha": -414.61950, "de_lowest_ev": 1.238}

Record 8
{"formula": "C4H4N2O3SSi", "method": "ωB97M-V/def2-TZVPD", "elements": ["S", "Si", "O", "O", "O", "N", "N", "C", "C", "C", "C", "H", "H", "H", "H"], "coordinates": [[2.2081, 0.5379, -1.1717], [-0.7689, 0.0662, -0.3710], [3.0142, -0.4410, -0.1001], [3.2703, -1.6374, 1.6612], [-1.3231, -2.5863, -0.7244], [0.7515, 3.4182, 0.6361], [2.4903, -0.9323, 1.1022], [0.7394, 2.3610, 0.1816], [-0.4932, -1.7412, -0.9455], [0.7185, 1.0768, -0.3569], [-2.4987, 0.4197, 0.2817], [0.4600, -2.0053, -1.4401], [-2.8956, -0.4603, 0.7884], [-3.1830, 0.6740, -0.5268], [-2.4899, 1.2499, 0.9853]], "nbo_charge": [0.598, 1.560, -0.548, -0.260, -0.470, -0.315, 0.356, 0.220, 0.028, -1.008, -1.137, 0.153, 0.276, 0.272, 0.274], "e_lumo_ha": -0.0688, "e_tot_ha": -1177.54321, "smiles": "C/[Si](C=O)=C(\\C#N)SON=O", "de_lowest_ev": 1.328}

Record 9
{"formula": "C4H4N2OS", "method": "ωB97M-V/def2-TZVPD", "elements": ["S", "O", "N", "N", "C", "C", "C", "C", "H", "H", "H", "H"], "coordinates": [[-0.1970, 2.2587, -0.0007], [-1.4316, -1.4007, 0.0047], [-2.2856, 0.5366, -0.0089], [-2.6125, -0.6992, -0.0302], [0.9880, -1.1353, -0.0134], [-0.3868, -0.5288, 0.0432], [-0.9489, 0.7017, -0.0128], [2.0735, -0.3827, -0.0058], [2.0412, 0.7028, -0.1281], [1.0173, -2.2322, 0.0886], [3.0637, -0.8025, -0.0295], [-1.3214, 2.9816, 0.0929]], "nbo_charge": [0.051, -0.272, -0.229, 0.112, -0.239, 0.232, -0.125, -0.339, 0.202, 0.235, 0.210, 0.161], "e_lumo_ha": 0.0075, "e_tot_ha": -737.67065, "smiles": "C=Cc1onnc1S", "de_lowest_ev": 2.689}

Record 10
{"formula": "C4H4N2OS", "method": "ωB97M-V/def2-TZVPD", "elements": ["S", "O", "N", "N", "C", "C", "C", "C", "H", "H", "H", "H"], "coordinates": [[-0.9856, 2.5348, 0.7603], [-0.2649, 0.1037, 1.2336], [0.1899, -1.1505, 0.7008], [0.0835, 0.5316, -0.8680], [0.3156, -0.7607, -0.5206], [1.2544, -3.0321, -1.1724], [0.8015, -1.8216, -1.5421], [-0.4460, 1.0552, 0.3337], [1.1387, -3.1984, -0.0552], [0.5785, -1.4889, -2.6901], [1.1565, -1.4012, 1.2424], [1.5478, -3.6097, -1.9521]], "nbo_charge": [-0.080, -0.341, -0.298, -0.464, 0.376, -0.361, -0.225, 0.290, 0.206, 0.246, 0.428, 0.222], "e_lumo_ha": -0.0317, "e_tot_ha": -737.61601, "smiles": "C=Cc1nc(=S)o[nH]1", "de_lowest_ev": 4.176}

Record 11
{"formula": "C4H4N2OS", "method": "ωB97M-V/def2-TZVPD", "elements": ["S", "O", "N", "N", "C", "C", "C", "C", "H", "H", "H", "H"], "coordinates": [[-2.0224, -0.6204, 0.0009], [-0.8946, 1.7451, 0.0416], [1.2102, 1.1540, -0.2651], [0.0174, 0.7336, -0.0658], [0.5301, -1.4485, 0.0622], [1.8891, -1.1098, 0.0624], [2.1583, 0.2349, 0.0960], [-0.4437, -0.3845, -0.0561], [3.3027, 0.5970, 0.1297], [-0.2998, 2.6238, 0.8990], [0.3222, -2.5404, -0.1003], [2.7941, -1.6811, 0.0553]], "nbo_charge": [-0.173, -0.460, -0.204, 0.085, -0.119, -0.260, -0.001, -0.041, 0.218, 0.466, 0.250, 0.238], "e_lumo_ha": -0.0368, "e_tot_ha": -737.52721, "de_lowest_ev": 6.592}

Record 12
{"formula": "C4H4N2S", "method": "ωB97M-V/def2-TZVPD", "elements": ["S", "N", "N", "C", "C", "C", "C", "H", "H", "H", "H"], "coordinates": [[2.1929, -0.1939, 0.0451], [-1.4157, 1.2214, -0.0365], [-1.7294, -0.0792, -0.4884], [-0.1094, 1.3453, 0.1137], [-0.4600, -0.8872, -0.4040], [-1.5800, -1.0177, 0.5891], [0.5747, 0.0659, -0.0374], [-0.2847, -1.6342, -1.2001], [0.3658, 2.2744, 0.3970], [-2.2078, -1.9191, 0.5658], [-1.4955, -0.6506, 1.6201]], "nbo_charge": [0.041, -0.160, -0.219, -0.026, -0.197, -0.212, -0.159, 0.260, 0.230, 0.223, 0.221], "e_lumo_ha": -0.0443, "e_tot_ha": -662.41971, "smiles": "S=C1C=NN2C[C@H]12", "de_lowest_ev": 2.882}

Record 13
{"formula": "C4H4N2S", "method": "ωB97M-V/def2-TZVPD", "elements": ["S", "N", "N", "C", "C", "C", "C", "H", "H", "H", "H"], "coordinates": [[2.0580, 1.9872, 0.5889], [0.0767, 0.7370, -1.0214], [-2.6542, -0.2684, 1.2503], [-1.7275, -0.4428, 0.5446], [-0.5843, -0.5278, -0.3626], [1.0848, 0.8964, -0.1218], [0.7276, -0.5627, 0.4465], [-0.3693, 1.3950, -1.7445], [0.9171, -0.6472, 1.5751], [-0.9430, -1.1727, -1.2024], [1.4141, -1.3940, 0.0472]], "nbo_charge": [-0.047, -0.577, -0.271, 0.241, -0.148, 0.096, -0.468, 0.419, 0.264, 0.250, 0.240], "e_lumo_ha": 0.0113, "e_tot_ha": -662.43336, "smiles": "N#C[C@@H]1CC(=S)N1", "de_lowest_ev": 2.511}

Record 14
{"formula": "C4H4N2S", "method": "ωB97M-V/def2-TZVPD", "elements": ["S", "N", "N", "C", "C", "C", "C", "H", "H", "H", "H"], "coordinates": [[-2.4035, 0.2308, -0.2190], [2.2627, -0.4968, -0.1583], [1.2659, -1.2407, -0.2873], [0.6085, 1.0034, 0.0112], [-1.1423, -0.8780, 0.1009], [1.9641, 0.8262, -0.1250], [0.1484, -0.4637, 0.1559], [2.6883, 1.7100, 0.0465], [-0.2070, 1.8412, 0.0958], [-3.6353, -0.5445, 0.1299], [-1.5498, -1.9877, 0.2495]], "nbo_charge": [0.109, -0.185, -0.151, -0.258, -0.244, -0.104, -0.057, 0.225, 0.244, 0.163, 0.257], "e_lumo_ha": -0.0389, "e_tot_ha": -662.37831, "smiles": "S/C=C1\\C=CN=N1", "de_lowest_ev": 4.009}

Record 15
{"formula": "C4H4N2S2", "method": "ωB97M-V/def2-TZVPD", "elements": ["S", "S", "N", "N", "C", "C", "C", "C", "H", "H", "H", "H"], "coordinates": [[0.4660, -1.8327, -0.2442], [-2.0359, 0.2427, -0.7517], [0.9481, 1.5413, 1.8688], [-1.7101, -0.4233, 0.7753], [1.1156, 1.2104, 0.7811], [1.3595, 0.8040, -0.5750], [-0.7048, -1.1874, 0.9452], [1.1267, -0.4230, -1.0557], [-0.5456, -1.6162, 1.9552], [1.4025, -0.6357, -2.1036], [1.7707, 1.5387, -1.2227], [-3.1928, 0.7812, -0.3727]], "nbo_charge": [0.267, 0.198, -0.292, -0.520, 0.248, -0.346, -0.092, -0.293, 0.218, 0.239, 0.249, 0.124], "e_lumo_ha": 0.0008, "e_tot_ha": -1060.63983, "smiles": "N#C/C=C\\S/C=N\\S", "de_lowest_ev": 2.059}

Record 16
{"formula": "C4H4N3O3S2", "method": "ωB97M-V/def2-TZVPD", "elements": ["S", "S", "O", "O", "O", "N", "N", "N", "C", "C", "C", "C", "H", "H", "H", "H"], "coordinates": [[2.9936, -0.2812, 1.6535], [-1.4025, -2.7950, 0.4721], [-0.5007, -2.2730, 1.4854], [-1.7807, -4.1676, 0.5050], [-2.5017, -1.8015, 0.3299], [1.6417, 0.0374, 0.6773], [-0.3390, -2.7536, -0.8280], [0.2424, -1.7846, -1.2692], [0.4223, 0.1849, 1.2833], [0.0458, -0.3107, -0.8999], [1.5030, -0.1410, -0.6211], [-0.5671, 0.0383, 0.3787], [2.4938, -0.3067, -1.0821], [0.2100, 0.3480, 2.2543], [-1.6108, -0.1168, 0.4406], [-0.4450, 0.2146, -1.8014]], "nbo_charge": [-0.267, 2.439, -1.012, -0.964, -1.023, -0.370, -0.350, -0.095, -0.010, -0.230, 0.080, -0.186, 0.236, 0.224, 0.279, 0.249], "e_lumo_ha": [0.0948, 0.0949], "e_tot_ha": -1341.10562, "smiles": "O=S(=O)([O-])/N=N\\[C@H]1C=C[N+]([S-])=C1", "charge": -1}

Record 17
{"formula": "C4H4N4", "method": "ωB97M-V/def2-TZVPD", "elements": ["N", "N", "N", "N", "C", "C", "C", "C", "H", "H", "H", "H"], "coordinates": [[0.7959, -0.9000, 0.0808], [-1.2766, -0.7988, -0.8645], [-0.4255, 1.1025, 0.0709], [0.4769, 2.8368, 1.2058], [-0.8561, -1.9984, -0.9851], [0.5129, -1.9914, -0.4779], [0.6941, 1.6713, 0.8837], [-0.2606, -0.0559, -0.2113], [1.1707, 3.3039, 1.7986], [1.1760, -2.8402, -0.4501], [-1.3747, -2.9208, -1.2452], [1.4917, 1.0197, 1.1903]], "nbo_charge": [-0.456, -0.368, -0.313, -0.568, 0.027, 0.076, 0.217, 0.448, 0.348, 0.197, 0.212, 0.180], "e_lumo_ha": -0.0480, "e_tot_ha": -373.76586, "smiles": "[H]/N=C/N=C1N=CC=N1", "de_lowest_ev": 2.151}

Record 18
{"formula": "C4H4N4", "method": "ωB97M-V/def2-TZVPD", "elements": ["N", "N", "N", "N", "C", "C", "C", "C", "H", "H", "H", "H"], "coordinates": [[-1.5797, -2.1672, -0.1454], [0.9415, -0.3327, -1.3712], [-2.2487, 1.5206, 1.6115], [1.0796, 0.3272, 1.5251], [-1.1679, 1.2439, 1.2593], [0.1210, 0.6091, 0.7776], [-0.9931, -1.2142, -0.3702], [-0.2088, 0.0194, -0.5846], [1.5207, -1.0149, -0.9377], [1.5282, 0.4324, -1.5806], [-0.8392, 0.7263, -1.1244], [1.8464, -0.1499, 0.9409]], "nbo_charge": [-0.262, -0.791, -0.244, -0.496, 0.197, 0.201, 0.261, -0.201, 0.363, 0.371, 0.256, 0.345], "e_lumo_ha": -0.0213, "e_tot_ha": -373.78271, "smiles": "[H]/N=C(/C#N)[C@@H](N)C#N", "de_lowest_ev": 1.692}

Record 19
{"formula": "C4H4N4", "method": "ωB97M-V/def2-TZVPD", "elements": ["N", "N", "N", "N", "C", "C", "C", "C", "H", "H", "H", "H"], "coordinates": [[-0.6847, 1.0743, -0.6343], [1.7630, -0.2951, 0.0067], [-0.2460, 2.0411, 1.3765], [1.5168, 0.9764, 0.2238], [0.6873, -1.3082, 0.0748], [-1.0665, -0.1276, -1.0233], [-0.5285, -1.3281, -0.4755], [0.1602, 1.3006, 0.4630], [-1.5445, -0.0569, -2.1829], [-1.2037, -2.2979, -0.2668], [0.8781, -2.2817, 0.2549], [0.2684, 2.3032, 2.1831]], "nbo_charge": [-0.389, -0.110, -0.628, -0.120, -0.068, 0.087, -0.262, 0.445, 0.218, 0.243, 0.214, 0.369], "e_lumo_ha": -0.0350, "e_tot_ha": -373.68091, "smiles": "[H]/N=c1/ncccnn1", "de_lowest_ev": 4.462}

Record 20
{"formula": "C4H4N4O3", "method": "ωB97M-V/def2-TZVPD", "elements": ["O", "O", "O", "N", "N", "N", "N", "C", "C", "C", "C", "H", "H", "H", "H"], "coordinates": [[1.1066, -2.2683, 1.2573], [0.5883, 2.1424, -0.1173], [1.3984, 2.0905, 2.4071], [1.2436, 0.7087, 2.1649], [-1.8160, -1.3322, -1.7276], [-0.2321, -1.6332, -0.3326], [-0.6325, 0.6575, -1.0789], [0.1887, 1.0207, -0.0499], [0.5014, -1.2694, 0.7599], [-0.9228, -0.7065, -1.0502], [0.7796, 0.1589, 1.0056], [-2.4408, -0.7698, -2.3527], [-0.4284, 1.0452, -2.0302], [-0.6314, -2.5272, -0.4642], [1.2974, 2.6826, 1.6089]], "nbo_charge": [-0.551, -0.587, -0.489, 0.087, -0.708, -0.585, -0.624, 0.618, 0.598, 0.545, -0.067, 0.351, 0.449, 0.456, 0.506], "e_lumo_ha": -0.0553, "e_tot_ha": -599.47683, "smiles": "N=C1NC(=O)C(=NO)C(=O)N1", "de_lowest_ev": 1.806}